77
Properties=species:S:1:pos:R:3 method="wB97M-V/def2-TZVPD" homo_lumo_gap_ev="4.79 / 3.64" e_tot_ha=-2808.6720 de_lowest_kj_mol=127.2 max_force_ha_per_bohr=0.09451
Ca 0.669 -1.279 1.811
C -1.814 -2.318 -1.858
C -1.292 -1.441 -2.711
C -2.145 -0.389 -3.368
C -3.287 0.290 -2.557
C -3.238 0.334 -1.062
C -3.651 -0.609 -0.216
C -4.107 -1.917 -0.696
C -3.275 -2.585 -1.853
C 2.065 1.029 2.889
H -1.234 -2.986 -1.243
H -0.281 -1.551 -3.091
H -2.611 -0.865 -4.252
H -1.484 0.411 -3.737
H -3.285 1.342 -2.900
H -4.239 -0.130 -2.906
H -3.057 1.339 -0.691
H -3.905 -0.388 0.821
H -5.144 -1.793 -1.080
H -4.103 -2.629 0.154
H -3.396 -3.676 -1.726
H -3.763 -2.324 -2.806
H 2.609 0.240 3.520
H 2.244 1.997 3.447
H 2.690 1.069 1.971
P 1.863 -0.482 -0.745
P 0.311 1.591 1.815
C 0.332 0.472 -0.904
C -0.212 1.292 0.068
C 2.956 0.065 -2.105
C 2.417 0.344 -3.378
C 3.256 0.712 -4.433
C 4.629 0.844 -4.192
C 5.173 0.603 -2.926
C 4.344 0.222 -1.888
C 1.439 -2.261 -0.900
C 0.592 -3.004 0.001
C 1.091 -4.243 0.442
C 1.959 -4.925 -0.410
C 2.435 -4.347 -1.584
C 2.244 -2.986 -1.789
C -0.035 3.366 1.994
C 0.752 4.268 1.245
C 0.703 5.619 1.546
C -0.225 6.055 2.504
C -1.138 5.181 3.112
C -1.079 3.821 2.821
C -0.801 0.738 2.962
C -0.299 0.292 4.212
C -1.049 -0.582 4.983
C -2.326 -0.947 4.592
C -2.864 -0.445 3.416
C -2.141 0.454 2.630
H -0.083 0.522 -1.940
H -1.038 1.968 -0.253
H 1.342 0.309 -3.555
H 2.834 0.972 -5.411
H 5.267 1.251 -4.973
H 6.233 0.776 -2.723
H 4.777 0.078 -0.904
H -0.465 -2.650 0.219
H 0.800 -4.665 1.412
H 2.234 -5.949 -0.186
H 3.008 -4.926 -2.305
H 2.728 -2.492 -2.625
H 1.374 3.931 0.419
H 1.386 6.315 1.051
H -0.223 7.103 2.796
H -1.878 5.555 3.821
H -1.870 3.171 3.194
H 0.679 0.599 4.601
H -0.605 -1.005 5.880
H -2.886 -1.658 5.187
H -3.832 -0.822 3.072
H -2.608 0.924 1.754
N 4.326 -1.017 1.443
C 3.205 -1.180 1.081